# 1
Formula: C10H9NO2
Source: OMol25
Level of theory: the ωB97M-V functional and the def2-TZVPD basis

The geometry in XYZ format:
```
22
Properties=species:S:1:pos:R:3:forces:R:3
C 0.97271 0.26772 2.94013 -0.939 -3.436 3.369
C 0.05210 -0.78320 2.60457 0.232 1.227 -2.161
C 1.36486 1.19217 2.06678 -0.529 -0.510 -0.811
C -0.37101 -0.90749 1.29302 2.392 3.464 -0.799
C 0.93555 1.13589 0.75609 -0.574 0.220 -0.478
C 0.10711 0.11886 0.30434 -1.333 -1.742 2.683
C -0.51677 -1.37610 -1.70065 0.782 -0.939 -0.662
C 0.72440 0.19169 -2.05918 -0.655 -1.682 -0.169
C -0.43414 0.01784 -1.06366 0.426 0.320 -1.605
C -1.71937 0.69835 -1.48948 0.037 1.754 1.386
N 0.54988 -1.09097 -2.56924 -0.059 -0.542 0.119
O -1.21843 -2.33996 -1.67484 -0.199 0.014 0.536
O 1.55007 0.97466 -2.32238 1.447 2.105 -0.368
H 1.39467 0.15249 3.97053 -0.445 0.782 -0.881
H -0.47444 -1.48432 3.20423 0.527 -0.330 1.425
H 1.95319 2.00475 2.33070 1.226 1.162 0.674
H -0.97709 -1.73086 1.04030 -0.810 -0.587 -0.698
H 1.29108 2.02112 0.24687 -0.392 -0.420 -1.181
H -1.70643 1.70272 -1.91266 0.775 0.039 0.026
H -2.33990 0.79539 -0.62762 -0.600 0.005 0.794
H -2.25996 0.10923 -2.15008 -0.887 -1.218 -1.400
H 1.12193 -1.66997 -3.18778 -0.421 0.315 0.199
```
Forces are in eV/Å.

Properties
gap between HOMO and LUMO = 0.3702 Ha
energy relative to the best compared isomer or geometry (same formula, charge and spin) = 1.108 eV

***

# 2
Formula: C3H6N2O2
Source: OMol25
Level of theory: the ωB97M-V functional and the def2-TZVPD basis

The geometry in XYZ format:
```
13
Properties=species:S:1:pos:R:3:forces:R:3
N -0.22468 2.44461 -0.28590 1.409 0.245 -0.139
C 0.37287 1.30501 -0.80977 -0.783 -1.399 0.087
O 1.39367 1.25823 -1.45082 0.545 1.186 0.257
C -0.29443 -0.09290 -0.66433 -1.591 0.098 -2.859
N -0.67014 -0.73937 0.55054 -0.401 1.331 0.284
C 0.05072 -1.76038 1.02719 -0.347 -2.583 0.849
O -0.42467 -2.60270 1.77858 0.388 0.802 0.033
H 0.37648 3.26111 -0.41442 -0.290 -0.331 -0.053
H -1.17835 2.66431 -0.49785 -0.444 -0.426 0.118
H -1.20509 -0.08226 -1.40249 1.197 0.167 1.389
H 0.39239 -0.73559 -1.25973 -0.253 0.339 0.823
H -1.58867 -0.60522 0.99434 0.755 -0.153 -0.555
H 1.07426 -1.94222 0.65026 -0.185 0.725 -0.235
```
Forces are in eV/Å.

Properties
gap between HOMO and LUMO = 0.3737 Ha
SMILES string = NC(=O)CNC=O
energy relative to the best compared isomer or geometry (same formula, charge and spin) = 1.479 eV

***

# 3
Formula: C3H5NOS3
Source: OMol25
Level of theory: the ωB97M-V functional and the def2-TZVPD basis

The geometry in XYZ format:
```
13
Properties=species:S:1:pos:R:3:forces:R:3
C -2.07913 1.37727 -0.07380 0.835 2.037 0.588
S -0.40570 0.79144 -0.54347 -1.292 0.170 0.645
C -0.59563 -0.92956 -0.19587 1.976 0.317 -0.315
S -1.82182 -1.81970 0.36036 -0.805 0.013 0.051
N 0.62833 -1.52151 -0.42465 1.979 -2.881 -0.535
S 2.14437 -0.81644 -0.91132 -1.162 0.243 0.444
C 2.70126 0.12279 0.55164 0.862 -0.567 -2.201
O 2.16636 0.10377 1.59929 0.177 0.514 0.686
H -2.25302 1.50749 1.04931 0.341 -0.669 -1.629
H -2.73384 0.69944 -0.58061 -0.779 -0.142 0.125
H -2.14359 2.42783 -0.51929 -0.004 -1.479 0.432
H 0.73953 -2.60720 -0.45198 -0.957 2.839 0.479
H 3.65288 0.66438 0.14039 -1.170 -0.395 1.231
```
Forces are in eV/Å.

Properties
gap between HOMO and LUMO = 0.3364 Ha
SMILES string = CSC(=S)NSC=O
energy relative to the best compared isomer or geometry (same formula, charge and spin) = 1.107 eV

***

Q: Which value of energy relative to the best compared isomer or geometry (same formula, charge and spin) does entry 1 give?
A: 1.108 eV

***

Q: energy relative to the best compared isomer or geometry (same formula, charge and spin) of number 2 (C3H6N2O2)?
A: 1.479 eV